{"formula": "C3H3N3O2", "method": "ωB97M-V/def2-TZVPD", "species": ["C", "C", "C", "H", "H", "H", "N", "N", "N", "O", "O"], "coordinates": [[1.204, -0.297, 0.084], [0.798, -0.620, -1.342], [-0.535, -0.676, -1.171], [2.842, 0.341, -0.813], [1.615, -0.462, -2.220], [-2.139, -1.760, -1.016], [-1.678, -0.800, -0.900], [-1.478, 1.204, 0.140], [-2.084, 1.563, 1.909], [2.539, 0.071, 0.134], [0.656, -0.363, 1.190]], "energy_ev": -11711.2728, "lumo_energy_ev": -2.234, "e_homo_ev": -9.89, "charge": 0, "de_lowest_ev": 14.6843}



{"formula": "C3H3N3O2", "method": "ωB97M-V/def2-TZVPD", "species": ["O", "C", "N", "C", "C", "N", "N", "O", "H", "H", "H"], "coordinates": [[-1.644, 1.778, -0.114], [-0.681, 1.144, -0.194], [0.696, 1.379, 0.065], [1.558, 0.560, 0.122], [1.138, -0.751, -0.136], [-0.126, -1.149, -0.104], [-1.030, -0.258, -0.113], [-2.292, -0.569, 0.192], [2.643, 1.018, 0.501], [1.977, -1.511, -0.363], [-2.240, -1.639, 0.145]], "energy_ev": -11719.9865, "lumo_energy_ev": 0.096, "e_homo_ev": -8.92, "smiles": "O=c1nccnn1O", "charge": 0, "de_lowest_ev": 5.9705}



{"formula": "C3H3N3O2", "method": "ωB97M-V/def2-TZVPD", "species": ["O", "C", "C", "N", "N", "C", "O", "N", "H", "H", "H"], "coordinates": [[-2.236, -0.408, -0.482], [-1.088, -0.123, -0.055], [-0.227, -1.165, 0.437], [0.976, -1.442, 0.253], [1.672, -0.620, -0.446], [1.412, 0.677, -0.389], [0.600, 1.407, 0.525], [-0.771, 1.225, 0.072], [-1.023, -1.693, 1.242], [1.915, 1.369, -1.023], [-1.522, 1.850, 0.333]], "energy_ev": -11719.5545, "lumo_energy_ev": -0.869, "e_homo_ev": -10.41, "smiles": "O=C1C=NN=CON1", "charge": 0, "de_lowest_ev": 6.4026}



{"formula": "C3H3N3O2", "method": "ωB97M-V/def2-TZVPD", "species": ["H", "N", "C", "N", "N", "C", "C", "O", "O", "H", "H"], "coordinates": [[1.004, 2.083, 3.005], [1.372, 1.332, 2.144], [0.174, 1.149, 1.620], [0.207, 0.418, 0.286], [0.919, -0.580, 0.301], [0.436, -1.430, -0.690], [-0.659, -0.641, -1.306], [-1.471, -0.951, -2.107], [-0.834, 0.413, -0.459], [-0.746, 1.868, 1.771], [0.989, -2.311, -1.105]], "energy_ev": -11719.8845, "lumo_energy_ev": -0.329, "e_homo_ev": -9.15, "smiles": "[H]/N=C/n1ncc(=O)o1", "charge": 0, "de_lowest_ev": 6.0726}



{"formula": "C3H3N3O2", "method": "ωB97M-V/def2-TZVPD", "species": ["C", "C", "C", "N", "N", "N", "O", "O", "H", "H", "H"], "coordinates": [[-0.265, 0.395, -1.924], [0.150, -0.791, 0.111], [-0.574, 1.409, 0.548], [0.030, -0.507, -1.169], [-0.183, 0.232, 0.970], [-0.953, 2.458, 1.391], [-1.975, 3.087, 1.216], [-0.054, 2.814, 2.157], [0.092, 0.866, -2.760], [0.408, -1.705, 0.621], [-0.159, 0.042, 2.048]], "energy_ev": -11714.9970, "lumo_energy_ev": [-0.484, -1.840], "e_homo_ev": [-6.71, -9.46], "spin_multiplicity": 3, "charge": 0, "de_lowest_ev": 3.7258}



{"formula": "C3H3N3O5S", "method": "ωB97M-V/def2-TZVPD", "species": ["C", "S", "O", "O", "C", "C", "N", "N", "O", "N", "O", "O", "H", "H", "H"], "coordinates": [[-2.143, -0.009, -0.328], [-0.449, -0.662, -0.735], [-0.099, -0.106, -1.948], [-0.311, -2.028, -0.499], [0.691, 0.257, 0.604], [0.431, 1.627, 0.636], [0.311, 2.743, 0.512], [0.474, -0.460, 1.795], [0.956, -1.583, 1.897], [2.255, -0.018, -0.147], [3.002, 0.824, 0.118], [2.291, -0.991, -0.825], [-2.080, 1.215, -0.548], [-2.773, -0.359, -1.116], [-2.556, -0.450, 0.584]], "energy_ev": -28693.6600, "lumo_energy_ev": -2.054, "e_homo_ev": -10.38, "smiles": "CS(=O)(=O)[C@@](C#N)(N=O)[N+](=O)[O-]", "charge": 0, "de_lowest_ev": 0.7052}



{"formula": "C3H3N3OS", "method": "ωB97M-V/def2-TZVPD", "species": ["O", "C", "N", "N", "C", "C", "N", "S", "H", "H", "H"], "coordinates": [[-1.931, 1.062, 2.107], [-1.215, 0.714, 1.253], [-0.459, -0.430, 1.180], [0.025, -1.405, 0.336], [0.526, -1.017, -0.832], [1.051, 0.401, -1.328], [0.471, 1.479, -1.121], [-1.206, 1.523, -0.514], [-0.245, -0.888, 2.235], [0.986, -1.854, -1.459], [1.997, 0.414, -1.856]], "energy_ev": -20509.0298, "lumo_energy_ev": -0.529, "e_homo_ev": -9.29, "smiles": "O=C1NN=CC=NS1", "charge": 0, "de_lowest_ev": 4.3493}



{"formula": "C3H3N3OS", "method": "ωB97M-V/def2-TZVPD", "species": ["H", "N", "C", "N", "O", "C", "S", "C", "N", "H", "H"], "coordinates": [[-4.196, -0.913, -0.164], [-3.537, -0.212, -0.322], [-2.494, -0.465, 0.327], [-1.352, 0.334, -0.024], [-0.217, -0.545, 0.066], [1.035, 0.034, 0.192], [1.277, 1.663, 0.001], [2.027, -1.069, 0.128], [2.837, -1.835, -0.278], [-2.200, -1.163, 1.143], [-1.349, 0.825, -1.034]], "energy_ev": -20508.6062, "lumo_energy_ev": -1.343, "e_homo_ev": -9.79, "smiles": "[H]/N=C/NOC(=S)C#N", "charge": 0, "de_lowest_ev": 4.7729}



{"formula": "C3H3N3OS", "method": "ωB97M-V/def2-TZVPD", "species": ["O", "C", "S", "C", "N", "C", "N", "N", "H", "H", "H"], "coordinates": [[0.203, -0.034, 2.099], [0.222, 0.611, 0.936], [0.549, 2.186, 0.793], [-0.087, -0.296, -0.203], [-0.339, -1.613, 0.043], [-0.566, -2.101, -1.149], [-0.443, -1.114, -2.061], [-0.137, 0.052, -1.472], [-0.015, -0.975, 1.924], [-0.806, -3.120, -1.403], [-0.565, -1.166, -3.073]], "energy_ev": -20512.2548, "lumo_energy_ev": -0.028, "e_homo_ev": -8.70, "smiles": "OC(=S)c1nc[nH]n1", "charge": 0, "de_lowest_ev": 1.1243}



{"formula": "C3H3N4OS", "method": "ωB97M-V/def2-TZVPD", "species": ["C", "C", "O", "C", "N", "N", "N", "N", "S", "H", "H", "H"], "coordinates": [[-1.418, -0.543, -0.117], [-0.807, 0.470, 0.824], [-1.076, 0.555, 2.021], [-0.070, 1.434, 0.081], [0.803, 1.949, -0.591], [2.107, 1.314, -0.930], [2.236, 0.154, -0.559], [1.482, -0.651, 0.052], [1.467, -2.223, 0.275], [-1.801, -0.152, -0.999], [-2.268, -1.092, 0.313], [-0.655, -1.214, -0.370]], "energy_ev": -21998.5368, "lumo_energy_ev": [2.823, 2.822], "e_homo_ev": [-3.20, -3.20], "smiles": "CC([O-])=C=N/N=N\\N=S", "charge": -1, "de_lowest_ev": 5.0683}



{"formula": "C3H3N5", "method": "ωB97M-V/def2-TZVPD", "species": ["H", "N", "C", "N", "C", "C", "N", "N", "N", "H", "H"], "coordinates": [[1.055, 2.314, 1.105], [0.071, 2.117, 0.630], [0.300, 1.133, -0.252], [-0.677, 0.619, -0.925], [-1.165, -0.466, -0.688], [-0.547, -1.168, 0.504], [0.663, -1.180, 0.652], [1.585, -0.741, -0.284], [1.540, 0.441, -0.578], [-1.802, -1.184, -1.269], [-1.023, -1.886, 1.105]], "energy_ev": -10604.9375, "lumo_energy_ev": -0.441, "e_homo_ev": -9.82, "smiles": "[H]/N=c1/nccnnn1", "charge": 0, "de_lowest_ev": 3.9297}



{"formula": "C3H3NO", "method": "ωB97M-V/def2-TZVPD", "species": ["C", "C", "C", "N", "O", "H", "H", "H"], "coordinates": [[0.183, -0.918, 0.046], [-2.105, 0.239, 0.080], [1.361, -0.086, 0.079], [-1.020, -0.299, 0.142], [-3.244, 0.511, 0.001], [1.557, 0.028, -1.023], [2.248, -0.543, 0.495], [1.020, 1.070, 0.181]], "energy_ev": -6693.4782, "lumo_energy_ev": -0.413, "e_homo_ev": -8.34, "charge": 0, "de_lowest_ev": 3.0138}



{"formula": "C3H3NO", "method": "ωB97M-V/def2-TZVPD", "species": ["O", "C", "C", "C", "N", "H", "H", "H"], "coordinates": [[0.616, -1.356, 0.074], [1.255, -0.256, 0.281], [-0.210, 1.142, 0.043], [-1.275, 0.470, 0.012], [-0.542, -1.720, -0.040], [2.082, -0.253, -0.440], [0.190, 2.164, 0.021], [-2.125, -0.164, 0.043]], "energy_ev": -6687.6198, "lumo_energy_ev": [0.127, -0.510], "e_homo_ev": [-8.55, -8.99], "charge": 0, "de_lowest_ev": 8.8722}



{"formula": "C3H3NO", "method": "ωB97M-V/def2-TZVPD", "species": ["C", "C", "N", "C", "O", "H", "H", "H"], "coordinates": [[0.285, -1.073, -0.037], [0.913, 0.089, 0.129], [0.214, 1.271, -0.245], [-1.008, 1.173, -0.197], [-2.171, 1.124, -0.107], [0.545, -1.970, 0.512], [-0.628, -0.981, -0.644], [1.907, 0.243, 0.540]], "energy_ev": -6695.9169, "lumo_energy_ev": 0.930, "e_homo_ev": -9.51, "smiles": "C=CN=C=O", "charge": 0, "de_lowest_ev": 0.5751}



{"formula": "C3H3NO", "method": "ωB97M-V/def2-TZVPD", "species": ["O", "C", "C", "C", "N", "H", "H", "H"], "coordinates": [[-1.612, -0.228, -1.142], [-0.418, -0.054, -1.189], [0.403, 0.228, 0.022], [0.135, -0.327, 1.337], [-0.435, 0.770, 1.177], [0.128, -0.007, -2.155], [1.387, 0.667, -0.146], [0.413, -1.050, 2.097]], "energy_ev": -6694.4543, "lumo_energy_ev": 0.760, "e_homo_ev": -10.07, "smiles": "O=C[C@@H]1C=N1", "charge": 0, "de_lowest_ev": 2.0377}



{"formula": "C3H3NO", "method": "ωB97M-V/def2-TZVPD", "species": ["C", "C", "N", "C", "O", "H", "H", "H"], "coordinates": [[-0.117, 0.051, 0.024], [-1.533, 0.360, 0.021], [-2.435, 1.288, -0.076], [-2.876, -0.054, 0.017], [-3.797, -0.786, 0.021], [0.070, -0.518, -0.860], [0.053, -0.776, 0.684], [0.671, 0.864, 0.128]], "energy_ev": -6694.8857, "lumo_energy_ev": 0.646, "e_homo_ev": -9.36, "smiles": "Cc1nc1=O", "charge": 0, "de_lowest_ev": 1.6062}



{"formula": "C3H3NO", "method": "ωB97M-V/def2-TZVPD", "species": ["N", "C", "O", "H", "C", "C", "H", "H"], "coordinates": [[3.408, -0.021, 0.271], [2.233, 0.056, 0.086], [1.101, -0.148, -0.061], [4.233, 0.439, -0.138], [-2.950, 0.197, 0.464], [-2.465, -0.572, -0.337], [-3.283, 1.090, 0.918], [-2.276, -1.042, -1.203]], "energy_ev": -6694.4439, "lumo_energy_ev": 0.736, "e_homo_ev": -10.47, "smiles": "N=C=O.C#C", "charge": 0, "de_lowest_ev": 2.0481}



{"formula": "C3H3NO", "method": "ωB97M-V/def2-TZVPD", "species": ["C", "C", "C", "N", "O", "H", "H", "H"], "coordinates": [[-1.411, -0.009, 0.019], [0.941, -0.350, 0.295], [0.266, 0.908, -0.023], [-0.384, -0.694, -0.277], [-2.565, 0.121, 0.100], [1.659, -0.776, -0.491], [0.799, -0.565, 1.332], [0.696, 1.365, -0.954]], "energy_ev": -6692.7419, "lumo_energy_ev": 0.623, "e_homo_ev": -9.39, "charge": 0, "de_lowest_ev": 3.7501}



{"formula": "C3H3NO", "method": "ωB97M-V/def2-TZVPD", "species": ["C", "C", "O", "H", "H", "C", "N", "H"], "coordinates": [[-0.546, -1.460, 0.116], [-1.145, -0.296, 0.168], [-1.659, 0.755, 0.209], [0.478, -1.488, -0.238], [-1.063, -2.355, 0.434], [1.302, 1.642, -0.226], [1.957, 0.719, -0.450], [0.675, 2.484, -0.013]], "energy_ev": -6695.3129, "lumo_energy_ev": 0.890, "e_homo_ev": -9.36, "smiles": "C=C=O.C#N", "charge": 0, "de_lowest_ev": 1.1791}



{"formula": "C3H3NO", "method": "ωB97M-V/def2-TZVPD", "species": ["C", "C", "C", "N", "O", "H", "H", "H"], "coordinates": [[-1.908, -0.544, -0.105], [-0.954, 0.342, 0.074], [0.256, 1.123, 0.040], [1.296, 0.382, -0.113], [1.383, -0.991, -0.031], [-2.773, -1.309, 0.045], [0.315, 2.178, -0.160], [2.385, -1.181, 0.250]], "energy_ev": -6691.7023, "lumo_energy_ev": 0.444, "e_homo_ev": -9.39, "smiles": "C#C/C=N\\O", "charge": 0, "de_lowest_ev": 4.7896}